# 1
Density functional theory data (ωB97M-V/def2-TZVPD) for a 7-piece molecular cluster, C19H56N4O7 overall.

XYZ file:
```
86
Properties=species:S:1:pos:R:3:forces:R:3:lowdin_charge:R:1
C -3.601936 -1.318403 1.917042 -0.70 1.17 -2.04 -0.099
C -2.946777 -2.025450 3.019936 -0.43 -0.90 1.83 -0.431
C -2.295889 -1.156645 4.066684 1.26 1.94 0.63 -0.144
O -1.295939 -0.240582 3.475357 -1.77 -2.60 -0.64 -0.255
C -0.942226 0.818345 4.250152 1.55 2.14 -0.15 -0.170
N -3.930353 -2.899607 3.793177 0.42 2.88 -0.79 0.062
H -4.091825 -2.048212 1.199769 0.66 0.94 0.69 0.108
H -2.913391 -0.611602 1.404620 -0.03 -1.01 -0.10 0.050
H -4.340469 -0.582374 2.228227 -0.64 -0.28 0.49 0.078
H -2.126262 -2.553000 2.565845 0.21 -1.08 -0.05 0.114
H -1.745565 -1.739708 4.825736 -0.49 -0.11 -0.23 0.132
H -2.997058 -0.479150 4.586042 -0.18 -0.56 -0.14 0.126
H -0.491730 1.501999 3.462740 -0.08 -0.19 1.40 0.089
H -0.161985 0.591296 5.025839 -0.60 0.09 -0.51 0.108
H -1.774794 1.376896 4.721812 0.08 -0.43 -0.13 0.096
H -4.869423 -2.654509 3.459167 0.59 -0.65 0.24 0.075
H -3.720376 -3.850090 3.731392 0.07 -1.63 -0.29 0.037
C -1.925851 4.019545 1.084202 -0.06 0.48 0.15 -0.065
C -1.979720 2.715205 0.297619 1.98 -1.15 0.92 -0.402
C -0.549237 2.344873 -0.294660 0.03 0.68 0.27 -0.176
O -0.019632 3.330658 -1.186999 -0.05 -0.25 -0.11 -0.206
C -0.795813 3.593372 -2.342644 0.95 2.75 0.52 -0.112
N -2.329384 1.507677 1.108805 -0.73 1.18 -0.64 0.046
H -2.773871 4.136975 1.825009 0.87 -0.21 -0.88 0.090
H -1.982839 4.848156 0.338444 0.21 -0.30 0.81 0.080
H -0.952190 4.060609 1.621760 -0.66 0.26 -0.18 0.086
H -2.630207 2.863308 -0.526997 -0.94 -0.41 -0.71 0.105
H -0.597884 1.368780 -0.814558 -0.19 0.23 0.31 0.112
H 0.249749 2.301233 0.510572 -1.13 -0.13 -0.65 0.133
H -0.200844 4.329084 -2.984069 -0.61 -1.08 0.84 0.120
H -1.692556 4.157629 -2.036737 -0.10 -0.41 -0.39 0.082
H -1.011217 2.742905 -2.936412 -0.51 -0.99 -0.44 0.048
H -3.293180 1.583338 1.465962 0.52 0.08 -0.31 0.085
H -1.752257 1.578031 1.931102 0.20 -0.34 0.32 0.028
C 3.079404 -2.739973 2.215259 0.04 -0.07 0.77 -0.046
C 1.963570 -1.903482 2.802157 -0.64 1.78 -3.04 -0.381
C 2.165681 -0.382003 2.535377 0.76 -1.35 2.38 -0.144
O 3.104465 0.045530 3.589799 -0.81 0.40 -1.95 -0.187
C 3.408325 1.424199 3.384268 1.56 -0.27 -0.13 -0.114
N 0.717938 -2.223778 2.095138 0.05 -1.62 -0.89 0.038
H 3.951441 -2.547216 2.811427 0.62 -0.05 0.26 0.077
H 3.354100 -2.586993 1.182527 -0.37 0.51 -0.39 0.081
H 2.833409 -3.784410 2.310901 -0.04 -0.60 0.15 0.070
H 1.855648 -2.047771 3.831117 0.12 -0.28 1.79 0.119
H 1.199793 0.104884 2.664880 0.00 0.30 0.06 0.095
H 2.523028 -0.205908 1.533369 0.40 0.21 -0.30 0.112
H 4.072503 1.723286 4.198486 -0.24 -0.01 0.19 0.080
H 2.491207 1.995783 3.431431 -0.15 0.45 -0.31 0.077
H 4.023789 1.632161 2.448319 -1.22 -0.41 0.83 0.089
H 0.607024 -3.240725 2.046541 0.01 0.37 0.02 0.098
H -0.140671 -1.853804 2.448256 -0.13 0.64 0.76 0.041
C 2.186944 1.428035 -4.150737 0.35 -0.30 -0.44 -0.049
C 1.227702 0.825523 -3.197729 0.15 -0.12 1.08 -0.424
C 0.726040 -0.540282 -3.691934 0.32 1.08 0.90 -0.191
O 0.078167 -0.461769 -4.932548 0.53 -0.94 -0.67 -0.204
C -1.151371 0.217139 -5.021014 0.03 0.08 0.62 -0.089
N 1.955265 0.672772 -1.915378 -1.10 -0.46 0.14 0.059
H 3.083881 0.794894 -4.217228 0.09 0.47 0.25 0.099
H 2.371687 2.464802 -3.955022 0.57 0.46 0.42 0.081
H 1.774398 1.391447 -5.116660 -0.62 -0.01 -1.52 0.060
H 0.380983 1.500587 -2.996640 0.36 -0.33 -0.16 0.097
H 0.126278 -0.962994 -2.867537 -0.13 -0.15 -0.51 0.101
H 1.642118 -1.130446 -3.800794 -0.32 -0.35 -0.29 0.137
H -1.570748 0.289513 -3.999670 -0.23 0.22 -0.52 0.098
H -1.794677 -0.386322 -5.660316 -0.19 0.09 0.08 0.086
H -1.023674 1.211532 -5.487883 -0.06 -0.26 0.38 0.095
H 2.764916 0.075564 -2.065892 0.05 0.07 -0.03 0.095
H 1.332865 0.115098 -1.324856 0.25 -0.04 0.23 0.059
C -0.746279 -4.554891 -4.915794 1.76 1.03 -0.19 -0.159
O -1.087308 -3.465791 -5.754434 0.67 0.73 -0.13 -0.131
H 0.350175 -4.753710 -4.902817 -0.50 -0.09 -0.43 0.089
H -0.938051 -4.247249 -3.918801 -0.68 -0.32 1.28 0.046
H -1.263109 -5.428088 -5.230258 -0.56 -0.61 -0.10 0.069
H -0.509207 -2.714623 -5.486399 -0.64 -0.54 -0.40 0.066
C 4.005090 2.705894 -0.238287 0.44 -1.54 0.03 -0.167
O 2.834593 2.156784 0.327970 -1.02 -0.02 -0.50 -0.198
H 4.865044 2.164173 0.246859 -0.41 0.74 -0.59 0.083
H 3.997418 2.485317 -1.319355 0.33 0.24 0.28 0.069
H 4.086524 3.770363 -0.074077 0.01 0.37 0.09 0.066
H 2.265294 1.851130 -0.431305 0.74 0.27 0.59 0.027
C -1.035271 -2.542349 -0.920585 0.72 -0.29 -0.04 -0.143
O 0.175839 -1.829547 -0.638199 -0.92 -0.42 -0.36 -0.162
H -1.067909 -3.566467 -0.522957 0.60 -0.10 -0.26 0.080
H -1.902102 -2.113423 -0.470277 -0.69 0.96 0.25 0.048
H -1.173751 -2.568783 -2.001330 0.01 -0.08 0.05 0.059
H 0.304494 -1.874201 0.328728 0.45 0.05 0.23 0.015
```
Positions in Å, forces in eV/Å.

The SMILES is COC[C@H](C)N.COC[C@H](C)N.COC[C@H](C)N.COC[C@H](C)N.CO.CO.CO. As for the HOMO energy: -9.24 eV.


# 2
Density functional theory data (ωB97M-V/def2-TZVPD) for a 9-piece molecular cluster, C19H56N6O9 overall.

XYZ file:
```
90
Properties=species:S:1:pos:R:3:forces:R:3:lowdin_charge:R:1
C 11.161000 5.196000 -14.350000 0.13 1.80 -0.03 -0.165
O 9.973000 4.498000 -14.345000 -1.20 -0.54 0.21 -0.132
H 11.951000 4.535000 -14.435000 1.60 -1.38 -0.02 0.053
H 11.338000 5.831000 -13.485000 -0.15 -0.15 0.43 0.071
H 11.221000 5.860000 -15.188000 0.05 0.43 -0.73 0.069
H 9.308000 5.165000 -14.144000 -0.24 -0.38 -0.18 0.044
C 11.976000 8.619000 -14.061000 5.33 -4.97 -4.38 -0.618
O 12.660000 7.918000 -15.019000 -3.28 3.26 4.26 -0.097
N 12.155000 8.409000 -12.764000 0.62 -0.46 1.48 0.196
N 11.094000 9.502000 -14.407000 -3.59 2.86 -1.77 0.152
H 12.906000 7.823000 -12.401000 -0.32 0.15 -0.62 0.097
H 11.675000 8.951000 -12.067000 -0.03 0.12 -0.04 0.117
H 10.856000 9.643000 -15.411000 0.64 -0.32 1.36 0.159
H 10.549000 10.061000 -13.738000 0.67 -0.41 -0.49 0.137
C 10.136000 1.839000 -12.312000 2.58 -5.03 6.57 -0.662
O 10.394000 1.197000 -11.124000 -0.53 3.03 -5.43 -0.114
N 11.018000 1.933000 -13.308000 3.18 0.69 -1.99 0.158
N 8.961000 2.267000 -12.561000 -5.28 1.69 -0.72 0.181
H 12.001000 1.583000 -13.227000 -1.71 0.29 0.30 0.148
H 10.900000 2.662000 -14.039000 -0.20 -0.88 0.98 0.081
H 8.184000 2.064000 -11.890000 1.42 0.22 -0.95 0.162
H 8.673000 2.559000 -13.521000 0.37 -0.30 1.28 0.078
C 6.607000 2.659000 -15.113000 -2.60 -5.60 4.50 -0.609
O 5.864000 1.738000 -14.412000 3.44 4.28 -3.54 -0.135
N 6.200000 3.871000 -15.357000 -1.37 2.31 -0.45 0.163
N 7.901000 2.425000 -15.403000 1.83 -0.96 -0.75 0.130
H 5.310000 4.095000 -14.930000 0.14 -0.03 -0.34 0.122
H 6.797000 4.632000 -15.765000 -0.69 -1.01 0.53 0.072
H 8.335000 1.493000 -15.301000 -0.95 0.89 -0.18 0.138
H 8.440000 3.121000 -15.922000 -0.31 -0.46 0.39 0.071
C 9.312000 4.603000 -17.821000 -0.39 0.17 -0.75 -0.022
C 8.516000 5.770000 -17.281000 2.51 3.02 -8.83 -0.609
C 7.426000 6.261000 -18.281000 2.03 1.36 -2.41 -0.031
O 7.879000 5.743000 -16.213000 -2.90 -0.57 9.86 -0.057
H 8.662000 3.753000 -17.882000 -0.22 -0.86 -0.05 0.074
H 10.185000 4.398000 -17.243000 0.56 -0.33 0.65 0.046
H 9.653000 4.803000 -18.859000 -0.28 0.09 0.66 0.102
H 9.200000 6.622000 -17.233000 0.62 0.14 -0.37 0.146
H 7.954000 6.412000 -19.263000 -0.91 -0.57 0.32 0.087
H 7.111000 7.298000 -18.081000 0.11 -0.37 0.61 0.079
H 6.523000 5.681000 -18.362000 -0.06 -0.68 -0.03 0.074
H 8.291000 6.369000 -15.560000 -0.60 -0.83 -0.24 0.099
C 10.533000 4.126000 -9.823000 0.91 1.02 1.81 -0.029
C 11.584000 4.451000 -10.832000 -5.46 6.59 0.29 -0.665
C 12.342000 5.772000 -10.497000 -0.54 -0.85 0.51 -0.015
O 12.487000 3.631000 -11.032000 6.95 -7.77 -1.72 0.032
H 9.993000 3.275000 -10.093000 -0.67 -1.58 -0.14 0.038
H 9.871000 4.949000 -9.794000 -1.06 1.03 -0.05 0.049
H 10.922000 4.083000 -8.792000 0.07 -0.46 -0.31 0.102
H 11.008000 4.444000 -11.777000 -0.40 1.46 -0.08 0.108
H 11.640000 6.580000 -10.364000 -0.10 0.52 0.28 0.050
H 13.033000 5.985000 -11.317000 0.05 -0.04 0.29 0.040
H 12.893000 5.543000 -9.535000 -0.45 0.51 -1.10 0.113
H 12.127000 2.973000 -11.650000 0.79 -0.37 0.71 0.083
C 6.824000 6.910000 -13.347000 -1.19 -1.17 -0.18 -0.017
C 8.264000 7.272000 -13.183000 -2.96 1.01 6.20 -0.585
C 9.035000 6.515000 -12.096000 -1.09 -0.95 -0.68 -0.008
O 8.969000 7.270000 -14.258000 3.60 -0.57 -6.38 -0.035
H 6.669000 5.942000 -13.866000 0.15 0.64 -0.23 0.071
H 6.344000 7.768000 -13.850000 -0.24 -0.80 -0.01 0.100
H 6.308000 6.693000 -12.389000 0.52 0.65 -0.29 0.104
H 8.176000 8.346000 -13.019000 -0.05 0.44 1.75 0.139
H 10.013000 6.929000 -12.037000 0.91 0.15 0.28 0.046
H 9.103000 5.426000 -12.324000 0.09 0.73 -0.12 0.093
H 8.565000 6.499000 -11.147000 -0.49 0.49 1.06 0.078
H 9.698000 7.881000 -14.079000 0.25 -0.36 -0.92 0.088
C 14.489000 4.579000 -18.164000 1.10 0.94 0.74 -0.021
C 13.348000 4.358000 -17.216000 -1.98 -4.43 -4.55 -0.579
C 13.071000 2.937000 -16.663000 0.02 0.22 -0.68 0.006
O 13.448000 5.083000 -16.184000 1.21 4.76 6.55 -0.054
H 14.394000 4.020000 -19.034000 -0.31 -0.82 -1.86 0.057
H 15.432000 4.282000 -17.726000 0.26 -0.31 0.43 0.082
H 14.663000 5.660000 -18.392000 -0.61 -0.70 0.01 0.106
H 12.414000 4.735000 -17.672000 -0.09 -0.94 -1.04 0.137
H 13.024000 2.222000 -17.450000 -0.36 -0.67 -0.71 0.072
H 12.151000 2.931000 -16.085000 -0.42 0.18 -0.32 0.058
H 13.779000 2.529000 -15.964000 0.99 0.37 0.24 0.081
H 13.284000 5.966000 -16.486000 0.11 1.43 0.82 0.107
C 16.530000 6.012000 -15.404000 0.71 1.01 0.77 -0.024
C 15.891000 5.397000 -14.167000 5.66 8.75 2.71 -0.670
C 14.947000 6.372000 -13.458000 1.83 1.63 0.10 -0.037
O 15.285000 4.355000 -14.294000 -6.08 -10.58 -2.79 0.034
H 17.382000 5.424000 -15.738000 -0.07 -0.18 -0.23 0.078
H 16.927000 7.008000 -15.080000 -0.32 -0.66 -0.64 0.092
H 15.788000 6.114000 -16.180000 -0.06 0.25 -0.40 0.049
H 16.702000 5.118000 -13.487000 0.63 0.91 0.35 0.147
H 14.859000 6.044000 -12.458000 -0.05 -0.33 1.30 0.057
H 13.983000 6.359000 -13.879000 -1.14 -0.04 -0.91 0.026
H 15.322000 7.406000 -13.478000 -0.19 -0.12 0.15 0.090
H 14.571000 4.551000 -14.920000 -0.44 -0.70 -0.07 0.071
```
Positions in Å, forces in eV/Å.

The SMILES is NC(N)=O.NC(N)=O.NC(N)=O.CC(C)O.CC(C)O.CC(C)O.CC(C)O.CC(C)O.CO. As for the HOMO energy: -8.89 eV.


Energy above the lowest of the compared OMol25 structures with the same formula, charge and spin per entry: 1.4321, 6.7210 eV